1.
5 unconnected molecules or ions with the total composition C16H24ClO12 at a distorted geometry. Source: OMol25; level of theory: ωB97M-V/def2-TZVPD.

Positions of all 53 atoms, in Å:
Cl  1.04636  1.80762  1.67873
O  -0.26354  2.44841  1.63844
O  2.22504  2.69200  1.56693
O  1.29898  1.13094  2.89129
O  0.95554  0.79869  0.67053
O  -2.41515  1.44665  -4.29051
C  -1.21860  1.22875  -4.56637
O  -0.81844  0.06507  -5.05926
C  0.65077  -0.01010  -5.04855
C  1.12134  1.42209  -5.06629
C  -0.08218  2.26993  -4.74622
H  1.00922  -0.53359  -5.93488
H  0.87714  -0.43755  -4.07175
H  1.64769  1.78105  -5.95071
H  1.82290  1.46348  -4.23310
H  -0.30940  2.94628  -5.57025
H  -0.10016  2.97461  -3.91482
O  6.70135  -2.14270  1.47145
C  6.11129  -2.51393  0.44263
O  6.76438  -2.69450  -0.73576
C  5.90472  -3.32795  -1.68406
C  4.63433  -3.83471  -0.97767
C  4.73488  -3.08455  0.37716
H  6.40480  -4.05251  -2.32675
H  5.44961  -2.62769  -2.38451
H  4.63580  -4.91495  -0.83210
H  3.76194  -3.66575  -1.60892
H  4.53755  -3.69856  1.25589
H  4.09540  -2.20185  0.37403
O  -6.89348  6.60356  -2.40326
C  -5.98981  6.48803  -1.60694
O  -6.20170  5.81342  -0.50814
C  -4.96311  5.73254  0.20325
C  -4.02148  6.76023  -0.49506
C  -4.60920  6.73136  -1.84344
H  -4.47353  4.76003  0.15169
H  -5.16035  6.09764  1.21116
H  -3.02689  6.38083  -0.26067
H  -4.21475  7.75251  -0.08751
H  -4.30150  5.81820  -2.35292
H  -4.36590  7.70207  -2.27542
O  1.50435  -5.39807  6.14034
C  0.31539  -5.37731  5.97116
O  -0.59906  -6.31623  6.36568
C  -1.98236  -5.90172  6.06239
C  -1.79222  -4.88650  4.94111
C  -0.46548  -4.25709  5.33947
H  -2.49703  -5.57735  6.96681
H  -2.48271  -6.79472  5.68782
H  -2.59562  -4.14985  4.94275
H  -1.75281  -5.38896  3.97463
H  -0.59415  -3.46973  6.08219
H  -0.02016  -3.85759  4.42831

Force components x, y, z for each atom (eV/Å):
0.56 0.05 0.00
1.03 1.04 0.61
-1.80 0.16 -1.36
-0.72 -0.85 2.46
0.91 -0.43 -1.81
3.60 -0.62 -0.37
-3.53 2.17 -0.82
0.84 -1.04 0.02
-1.21 0.43 -0.20
1.32 0.88 1.29
-1.34 0.06 0.35
-0.31 -0.50 0.41
0.36 -0.53 -0.46
-0.17 -0.40 -0.12
0.32 0.42 -0.15
-0.48 -0.39 -0.30
0.58 -0.47 0.40
-1.66 -0.49 -3.23
2.55 -0.61 3.21
-0.27 0.02 -0.24
-1.47 0.25 -1.01
0.77 -0.65 0.83
-0.96 0.30 -0.81
0.45 -0.10 0.61
0.83 0.78 -0.10
0.27 -0.05 0.24
-0.05 0.46 0.36
-0.02 0.25 -0.09
-0.43 -0.11 0.26
0.13 0.79 0.05
-3.85 -0.76 -2.59
0.46 -0.77 1.81
0.71 1.41 0.81
-0.59 -1.16 2.39
3.00 1.08 -0.64
-0.63 -0.25 0.13
0.06 -0.73 0.18
0.25 0.60 -0.65
0.41 -0.01 0.33
0.40 0.35 -0.73
-0.33 -0.59 -1.08
-0.84 -0.86 0.21
-0.26 0.81 -0.16
0.09 -0.20 0.46
0.98 -0.91 -0.83
-0.59 0.44 1.12
-0.37 0.21 -1.27
0.31 0.31 0.00
0.01 -0.06 0.23
-0.04 -0.08 -0.22
0.11 0.08 0.06
0.05 0.10 -0.07
0.57 0.18 0.47

Results
Total charge ... -1
Max |F| ... 4.7 eV Å⁻¹
Highest occupied orbital energy ... -5.7316 eV
Orbital gap ... 7.85 eV

---

2.
A molecular structure, C37H37BrCdN7O2S. Source: OMol25; level of theory: ωB97M-V/def2-TZVPD.

Positions of all 86 atoms, in Å:
Cd  0.38453  -0.76499  0.54762
C  2.71731  -1.99692  -1.54365
C  2.74693  -0.81481  -2.49148
C  2.49376  0.56631  -1.93891
C  2.63912  1.63995  -2.81477
C  2.44624  2.92559  -2.36107
C  2.11184  3.11180  -1.02659
C  1.98311  1.99965  -0.22766
N  2.16610  0.73656  -0.65571
N  1.40666  -2.39838  -0.99454
C  0.36223  -2.51338  -2.02021
C  -1.00643  -2.73625  -1.41548
C  -2.02099  -3.32242  -2.15847
C  -3.28246  -3.43179  -1.60378
C  -3.49839  -2.96129  -0.31521
C  -2.43738  -2.39645  0.36033
N  -1.21726  -2.29236  -0.17737
C  1.56103  -3.72849  -0.37138
C  2.50359  -3.72893  0.79585
C  3.62815  -4.54000  0.82745
C  4.42341  -4.52889  1.96213
C  4.06525  -3.70527  3.01655
C  2.93215  -2.91751  2.88373
N  2.16244  -2.92207  1.79800
H  3.37276  -1.79327  -0.69512
H  3.14214  -2.85486  -2.08240
H  2.09160  -0.97692  -3.35057
H  3.75917  -0.80311  -2.90560
H  2.89258  1.44716  -3.84985
H  2.54159  3.76751  -3.03450
H  1.92591  4.09328  -0.61364
H  1.66359  2.12646  0.79830
H  0.58747  -3.32259  -2.72589
H  0.28641  -1.56818  -2.56490
H  -1.81331  -3.68311  -3.15765
H  -4.08949  -3.88142  -2.16705
H  -4.46804  -3.03116  0.15712
H  -2.54833  -2.00254  1.36411
H  1.90750  -4.44553  -1.12660
H  0.58122  -4.05416  -0.02309
H  3.86937  -5.17132  -0.01803
H  5.30527  -5.15319  2.02151
H  4.64802  -3.67040  3.92651
H  2.62744  -2.25854  3.68890
C  -7.20417  3.07555  -0.29981
C  -5.76106  2.73431  -0.04389
C  -4.85953  3.70758  0.37309
C  -3.53272  3.39295  0.63035
C  -3.10771  2.08458  0.47177
C  -3.98743  1.09382  0.05208
C  -5.30450  1.42484  -0.20364
S  -1.43296  1.66156  0.80062
O  -0.72913  2.89400  1.07047
O  -1.41374  0.65717  1.86350
N  -0.87879  0.84309  -0.45326
C  -0.84560  1.37939  -1.74047
C  -1.12236  2.71812  -2.06936
C  -1.09082  3.09841  -3.39267
C  -0.76186  2.16817  -4.37305
C  -0.47478  0.88565  -3.95340
N  -0.51454  0.49055  -2.67990
H  -7.33448  4.14249  -0.47373
H  -7.82001  2.80119  0.55923
H  -7.58879  2.53533  -1.16460
H  -5.19894  4.72879  0.49716
H  -2.83049  4.14718  0.95812
H  -3.63375  0.08005  -0.08545
H  -5.99493  0.65851  -0.53669
H  -1.32811  3.44369  -1.29616
H  -1.30869  4.12477  -3.66065
H  -0.72979  2.43038  -5.42093
H  -0.19775  0.12223  -4.67489
C  3.72077  2.43700  3.87888
C  2.60300  1.43234  3.87171
C  1.76934  1.23202  4.96556
C  0.75889  0.28834  4.91061
C  0.59483  -0.41344  3.73277
Br  -0.68972  -1.79700  3.65735
N  1.33611  -0.20646  2.65350
C  2.33613  0.67730  2.74221
H  4.08429  2.61124  4.89011
H  3.38340  3.39434  3.47743
H  4.55707  2.09812  3.26820
H  1.91406  1.80936  5.87093
H  0.11399  0.09453  5.75459
H  2.95147  0.77422  1.85535

Force components x, y, z for each atom (eV/Å):
0.54 -0.18 0.00
-0.04 0.02 0.03
0.04 0.04 0.03
-0.01 -0.11 0.11
0.05 0.05 -0.03
0.01 0.00 -0.04
0.02 0.02 0.02
-0.06 -0.05 0.01
-0.05 0.07 -0.03
-0.19 -0.06 -0.03
-0.03 0.06 0.06
0.07 0.00 -0.04
0.02 -0.04 -0.02
-0.02 -0.01 0.00
-0.04 -0.04 -0.05
0.08 0.01 0.07
-0.13 0.10 0.06
0.02 0.03 -0.03
-0.02 0.01 0.01
0.00 -0.03 0.02
0.01 0.01 0.02
0.02 -0.02 0.00
-0.01 0.00 -0.05
0.04 0.04 0.02
0.00 -0.02 0.01
0.02 -0.01 -0.01
-0.01 0.03 0.01
-0.01 0.00 -0.04
0.00 0.00 0.02
0.01 0.00 0.01
0.00 -0.01 0.00
0.00 -0.01 -0.04
0.00 -0.03 -0.03
0.02 -0.05 0.05
-0.02 0.01 0.01
0.00 0.00 0.00
0.01 0.00 0.00
0.00 0.02 -0.04
-0.02 0.01 -0.03
0.01 -0.02 0.03
-0.01 0.01 0.01
-0.01 0.01 0.01
0.00 0.00 -0.01
0.00 0.00 0.00
0.05 -0.02 0.01
-0.05 0.02 0.00
-0.01 0.00 0.00
-0.04 -0.03 0.04
-0.07 -0.02 -0.06
-0.01 0.05 -0.01
-0.01 -0.02 -0.01
0.07 -0.07 0.02
0.00 0.03 0.03
0.02 0.06 -0.07
-0.15 0.34 -0.10
0.05 -0.12 0.23
-0.02 -0.03 0.12
0.01 0.00 -0.06
-0.02 0.01 0.01
-0.02 0.00 0.06
0.03 -0.04 -0.18
0.01 0.00 0.00
0.01 0.00 0.00
0.00 0.00 0.00
0.01 -0.01 0.00
0.00 0.00 -0.01
0.01 0.00 -0.01
0.01 0.01 0.00
-0.03 -0.03 0.01
0.00 0.00 0.00
0.00 0.00 0.00
0.00 -0.01 -0.02
-0.02 -0.04 0.00
0.06 0.01 0.00
-0.05 0.04 0.05
0.05 -0.01 0.08
-0.02 -0.06 -0.09
0.04 0.03 -0.01
-0.29 0.13 -0.10
0.05 -0.06 -0.08
0.00 0.00 0.00
-0.02 -0.01 0.01
0.00 0.00 0.00
0.01 -0.02 0.00
0.02 0.00 0.00
-0.02 -0.01 0.02

Results
Total charge ... +1
Max |F| ... 0.6 eV Å⁻¹
Highest occupied orbital energy ... -10.4359 eV
Orbital gap ... 8.49 eV

---

Quick rundown of LUMO level, same order as above: 2.117; -1.945 eV
Quick rundown of relative energy (zero: lowest compared OMol25 entry of this formula, charge and spin), same order as above: 69.89; 3.15 kcal/mol